1.
The following is a DFT calculation (the ωB97M-V functional and the def2-TZVPD basis) of a molecular structure, C15H20F3N3O at a distorted geometry.

Last column: natural (NBO) charge in e.
Geometry (Å):
C (-1.53701, 1.55097, 0.18442)  -0.17
C (-4.23533, -0.85302, 0.29033)  -0.22
H (-7.41328, -1.26871, -1.13028)  0.21
H (-2.18643, -2.29711, 1.29941)  0.23
C (-5.03727, -0.89696, -0.92977)  -0.38
C (-6.59244, -1.22773, -0.40676)  -0.61
H (-4.94565, -1.70276, -1.39426)  0.19
C (-0.56370, -0.78447, 0.45064)  -0.23
C (6.38476, -1.09825, 0.02898)  1.02
H (-5.15894, -0.05428, -1.51581)  0.21
O (0.85261, 2.63927, 0.00153)  -0.79
C (0.87402, 1.19486, 0.14985)  0.75
H (-2.15514, -0.38916, 1.97634)  0.19
H (-0.36192, -1.41781, -0.35280)  0.19
H (-3.43953, 1.30913, -0.85626)  0.22
H (5.39017, 3.36771, -0.16237)  0.21
H (-4.38158, -1.69567, 1.20442)  0.19
N (-2.87379, -0.87231, -0.22790)  -0.44
F (7.74849, -0.69116, -0.72237)  -0.44
H (-2.05496, 0.38929, -1.56313)  0.19
H (-4.60328, 0.04607, 0.74834)  0.18
F (6.59204, -1.65954, 1.14489)  -0.26
H (0.09270, -1.30063, 1.34766)  0.18
C (3.69157, 1.99010, 0.00405)  -0.11
N (1.82617, 0.49041, 0.05719)  -0.54
C (3.29195, 0.54797, -0.08749)  0.14
C (-2.62953, 0.56417, -0.54235)  -0.28
H (3.95075, -1.31588, 0.06923)  0.22
C (5.93564, 1.23737, -0.10050)  -0.18
C (5.11608, 2.13718, -0.14888)  -0.21
H (-6.57260, -2.13975, 0.10665)  0.19
H (3.11890, 2.95679, -0.12591)  0.29
F (6.05544, -2.12497, -0.79195)  -0.33
H (-1.27288, 2.37344, -0.23897)  0.25
H (1.76517, -0.78109, 0.21972)  0.39
C (5.53838, -0.05198, -0.25356)  -0.18
C (-2.03990, -1.17965, 1.02926)  -0.23
H (-2.05430, 1.58815, 1.06471)  0.17
C (4.21742, -0.22403, 0.03897)  -0.22
H (-6.93790, -0.46817, 0.25465)  0.19
N (-0.40921, 0.64615, 0.29528)  -0.44
H (7.01431, 1.46606, -0.41524)  0.25

As for the HOMO energy: -0.3244 Eh.

=====

2.
The following is a DFT calculation (the ωB97M-V functional and the def2-TZVPD basis) of 2 unconnected molecules or ions with the total composition C11H24N4O5 at a distorted geometry.

Last column: natural (NBO) charge in e.
Geometry (Å):
H (5.01523, 2.77600, 3.16736)  0.50
H (3.59151, 3.57027, 1.19893)  0.36
H (0.10516, -0.53542, -0.78728)  0.36
H (-3.44273, -0.00437, 0.41070)  0.20
H (-2.39220, -2.60142, -0.68039)  0.18
O (0.94948, -2.87412, 1.37147)  -0.66
H (-2.74474, -0.14271, -1.12937)  0.20
C (-5.58605, -0.61925, -1.85187)  -0.22
N (3.20285, 3.22948, 2.02508)  -0.84
H (-2.64195, -2.43109, 0.88948)  0.24
O (4.95403, -0.00350, 2.15583)  -0.58
H (2.23897, 3.55077, 2.12061)  0.38
C (-0.90122, -1.69494, 0.37652)  -0.16
H (4.36115, 0.85313, -0.50909)  0.23
O (-1.14288, -3.18384, 2.25876)  -0.59
C (2.59110, 1.05329, 0.84787)  -0.42
H (2.68795, 0.00097, 1.03115)  0.24
O (1.34173, 1.38329, -1.85847)  -0.63
C (3.17061, 1.78104, 2.04829)  -0.15
C (3.34265, 1.40248, -0.45938)  -0.51
C (2.53266, 1.19348, -1.74185)  0.69
H (-0.35261, -1.73494, -1.61212)  0.36
C (4.59622, 1.13165, 2.40016)  0.77
O (5.35763, 1.90362, 3.18794)  -0.66
H (2.64695, 0.81598, -3.74177)  0.40
N (-0.01582, -1.40511, -0.70218)  -0.83
H (-6.43102, 0.49774, -0.44010)  0.34
H (2.54616, 1.48818, 2.85234)  0.22
H (-0.90389, -0.76062, 0.96634)  0.21
H (-4.99776, -2.04970, -0.35068)  0.20
H (1.55318, 1.23446, 0.76207)  0.22
N (3.24527, 0.93548, -2.91657)  -0.85
C (-4.51395, -1.49769, -1.06791)  -0.40
H (-4.14407, -2.20602, -1.74806)  0.20
C (-0.38619, -2.70363, 1.43307)  0.78
H (-6.50908, -1.15652, -1.88790)  0.19
H (-5.34970, -0.39955, -2.83728)  0.18
C (-3.25268, -0.75231, -0.41707)  -0.40
C (-2.33748, -1.95887, 0.05486)  -0.40
H (3.58762, 2.43577, -0.45907)  0.22
H (-5.06086, 0.94850, -0.75685)  0.33
N (-5.83412, 0.69657, -1.20425)  -0.80
H (4.12670, 0.34702, -2.96860)  0.40
H (1.19619, -2.51354, 0.56927)  0.50

As for the HOMO energy: -0.3495 Eh. The SMILES is NC(=O)CC[C@H](N)C(=O)O.NCCCC[C@H](N)C(=O)O.

=====

3.
The following is a DFT calculation (the ωB97M-V functional and the def2-TZVPD basis) of 2 unconnected molecules or ions with the total composition C7H12N2 at a distorted geometry.

Last column: natural (NBO) charge in e.
Geometry (Å):
C (-1.88869, -0.49027, 1.68416)  -0.61
H (3.16953, -1.19195, -1.43404)  0.26
H (1.32112, 1.96521, 0.32455)  0.21
C (-0.56133, 0.95202, 0.07743)  -0.19
C (-0.82178, 0.58500, 1.49844)  -0.41
C (-0.81504, 0.08813, -0.88586)  0.39
C (2.08403, -1.30246, -1.54167)  -0.73
C (1.47853, -1.41119, -0.22762)  0.30
N (-1.34993, -0.42149, -1.86606)  -0.65
H (-1.08155, 1.47982, 2.06839)  0.21
C (0.36211, 2.11558, -0.17257)  -0.60
H (1.85513, -2.19780, -2.12812)  0.25
H (-1.54443, -1.42848, 1.25396)  0.21
H (1.68323, -0.42620, -2.06029)  0.25
H (0.54178, 2.25793, -1.23676)  0.21
H (-0.92843, -1.25693, -2.26787)  0.36
N (1.31168, -1.59774, 0.89832)  -0.34
H (-0.08430, 3.02384, 0.23093)  0.22
H (0.15708, 0.12237, 1.84175)  0.24
H (-2.06926, -0.66145, 2.74357)  0.21
H (-2.81947, -0.20392, 1.19937)  0.21

As for the HOMO energy: -0.3009 Eh. The SMILES is CCC(C)=C=N.CC#N.

=====

4.
The following is a DFT calculation (the ωB97M-V functional and the def2-TZVPD basis) of C2H4N2S in the gas phase at a distorted geometry.

Last column: natural (NBO) charge in e.
Geometry (Å):
C (-1.45439, 0.47563, -0.09604)  -0.12
C (0.69066, -0.72213, -0.15213)  0.26
N (1.84429, -0.83409, 0.04203)  -0.60
H (2.51026, 0.08696, 0.31936)  0.33
S (-2.33694, -0.79534, 0.02254)  -0.03
H (0.37994, 1.40947, 0.04250)  0.39
H (-1.62374, 1.47822, 0.10222)  0.19
H (0.09107, -1.49108, -0.23504)  0.18
N (-0.10115, 0.39238, -0.04542)  -0.59

As for the HOMO energy: -0.3248 Eh. The SMILES is [H]/N=C\NC=S.

=====

Please write out number 4 again, unchanged.
The following is a DFT calculation (the ωB97M-V functional and the def2-TZVPD basis) of C2H4N2S in the gas phase at a distorted geometry.

Last column: natural (NBO) charge in e.
Geometry (Å):
C (-1.45439, 0.47563, -0.09604)  -0.12
C (0.69066, -0.72213, -0.15213)  0.26
N (1.84429, -0.83409, 0.04203)  -0.60
H (2.51026, 0.08696, 0.31936)  0.33
S (-2.33694, -0.79534, 0.02254)  -0.03
H (0.37994, 1.40947, 0.04250)  0.39
H (-1.62374, 1.47822, 0.10222)  0.19
H (0.09107, -1.49108, -0.23504)  0.18
N (-0.10115, 0.39238, -0.04542)  -0.59

As for the HOMO energy: -0.3248 Eh. The SMILES is [H]/N=C\NC=S.

=====

> Which of these has the highest HOMO?

C7H12N2

=====

> Which value of HOMO does entry 2 give?

-0.3495 Eh

=====

> Which formula does entry 3 have?

C7H12N2